1.
Below is C3H4N2OS in the gas phase, with properties calculated with wB97M-V/def2-TZVPD.

## Properties
DFT total energy   -19037.5746 eV
SMILES string   Cc1nnc(S)o1
F_max   3.37 eV Å⁻¹
Charge   0
Kohn-Sham gap   9.7 eV
Relative energy (zero: lowest compared OMol25 entry of this formula, charge and spin)   142.20 kJ/mol
Spin multiplicity   1

Cartesian coordinates (Å):
C (-1.85931, -0.38078, 0.00731)
C (-0.52313, 0.20071, -0.02084)
N (-0.30144, 1.48975, -0.09691)
N (1.05204, 1.63199, 0.02368)
C (1.52207, 0.44993, 0.07367)
S (3.22712, 0.03484, -0.03741)
O (0.61354, -0.48738, -0.08055)
H (-2.62321, 0.21555, -0.53833)
H (-1.90317, -1.36615, -0.48318)
H (-2.22075, -0.47898, 1.07519)
H (3.01622, -1.30947, 0.07738)

Atom charges from the natural (NBO) analysis, given in e for atoms 1 to 6: atom 1 (C): -0.679, atom 2 (C): 0.443, atom 3 (N): -0.281, atom 4 (N): -0.312, atom 5 (C): 0.301, atom 6 (S): 0.057

2.
Below is a molecular structure, C3H4N2OS, with properties calculated with wB97M-V/def2-TZVPD.

## Properties
DFT total energy   -19033.0063 eV
F_max   5.54 eV Å⁻¹
Charge   0
Kohn-Sham gap   9.2 eV
Relative energy (zero: lowest compared OMol25 entry of this formula, charge and spin)   582.98 kJ/mol
Spin multiplicity   1

Cartesian coordinates (Å):
C (-2.57930, 0.84792, 0.13717)
C (0.23568, -0.18766, -0.02761)
C (2.26420, -0.33164, 0.10304)
H (-1.88774, 1.78735, -0.24876)
H (-3.09714, 0.79063, 1.61244)
H (-3.61905, 0.30466, -0.52180)
H (3.38626, -0.74153, 0.51099)
N (1.27205, -1.17746, 0.06023)
N (0.68407, 1.06696, -0.16467)
O (1.95745, 1.01012, -0.03221)
S (-1.47864, -0.71377, -0.10248)

Atom charges from the natural (NBO) analysis, given in e for atoms 1 to 6: atom 1 (C): -0.780, atom 2 (C): 0.114, atom 3 (C): 0.311, atom 4 (H): 0.288, atom 5 (H): 0.230, atom 6 (H): 0.265

3.
Below is C3H4N2OS in the gas phase, with properties calculated with wB97M-V/def2-TZVPD.

## Properties
DFT total energy   -19036.3325 eV
SMILES string   Oc1c[nH]c(S)n1
F_max   6.54 eV Å⁻¹
Charge   0
Kohn-Sham gap   8.6 eV
Relative energy (zero: lowest compared OMol25 entry of this formula, charge and spin)   262.04 kJ/mol
Spin multiplicity   1

Cartesian coordinates (Å):
O (2.39251, -1.06456, -0.08470)
C (1.41954, -0.17848, -0.15261)
C (1.34759, 1.19570, -0.08672)
N (-0.05074, 1.40904, 0.17742)
C (-0.64857, 0.17890, 0.16527)
S (-2.27559, -0.29024, -0.12331)
N (0.27263, -0.85980, 0.23503)
H (3.36262, -0.57296, -0.03506)
H (1.98934, 1.96097, 0.17197)
H (-0.31448, 2.35698, -0.40160)
H (-2.03271, -1.60602, 0.47240)

Atom charges from the natural (NBO) analysis, given in e for atoms 1 to 6: atom 1 (O): -0.639, atom 2 (C): 0.417, atom 3 (C): -0.281, atom 4 (N): -0.548, atom 5 (C): 0.188, atom 6 (S): 0.036